# 1
Below is C8H20FeN4O as an isolated structure, with properties calculated with ωB97M-V/def2-TZVPD.

Output
Energy relative to the best compared isomer or geometry (same formula, charge and spin) = 0.000 eV
E_HOMO (spin up / spin down) = -0.617 / -0.613 Eh
Total energy = -1874.32294 a.u.
HOMO-LUMO gap (spin up / spin down) = 10.781 / 9.577 eV

The geometry in ORCA input format:
```
! wB97M-V def2-TZVPD RIJCOSX def2/J DEFGRID3
* xyz 2 5
Fe -0.06 0.06 0.45
C 0.94 -1.67 -1.62
C 1.38 -0.31 -2.15
N 1.23 0.74 -1.10
C 0.60 1.99 -1.61
C -0.88 1.77 -1.92
N -1.54 1.01 -0.82
C -2.37 -0.14 -1.25
C -1.52 -1.27 -1.80
N -0.36 -1.56 -0.90
H 1.68 -2.05 -0.91
H 0.88 -2.39 -2.44
H 0.80 -0.02 -3.02
H 2.42 -0.37 -2.47
H 2.15 0.98 -0.74
H 1.12 2.36 -2.50
H 0.71 2.75 -0.83
H -1.01 1.22 -2.85
H -1.36 2.73 -2.05
H -2.12 1.63 -0.28
H -3.12 0.16 -2.00
H -2.92 -0.48 -0.37
H -1.13 -1.04 -2.79
H -2.14 -2.16 -1.91
H -0.51 -2.44 -0.43
C 0.35 0.01 4.21
C -0.88 0.29 3.43
N -2.02 0.47 4.04
O -0.83 0.35 2.16
H 0.18 0.03 5.29
H 1.11 0.75 3.96
H 0.73 -0.98 3.94
H -2.08 0.43 5.05
H -2.87 0.66 3.53
*
```

Atom charges from the natural (NBO) analysis, given in e for atoms 1 to 2:
1. Fe 1.538
2. C -0.244

---

# 2
Below is a 2-piece molecular cluster, C8H20IN2 overall, with properties calculated with ωB97M-V/def2-TZVPD.

Output
Energy relative to the best compared isomer or geometry (same formula, charge and spin) = 0.000 eV
E_HOMO = -0.468 Eh
Total energy = -723.78267 a.u.
HOMO-LUMO gap = 9.901 eV

The geometry in ORCA input format:
```
! wB97M-V def2-TZVPD RIJCOSX def2/J DEFGRID3
* xyz 1 1
C 2.83 -1.33 -0.23
C 1.47 1.97 -1.00
C -0.54 2.45 0.24
C -0.88 0.19 2.02
C -1.40 -1.67 0.59
C 1.54 -1.88 -0.83
C 0.59 -0.77 -1.33
C 0.06 0.12 -0.24
N 0.35 1.42 -0.26
N -0.71 -0.40 0.71
I -5.20 -0.01 -0.11
H 3.43 -0.81 -0.97
H 3.43 -2.16 0.15
H 2.63 -0.66 0.60
H 1.82 2.86 -0.47
H 2.30 1.26 -1.04
H 1.19 2.26 -2.01
H -0.64 3.20 -0.54
H -1.53 2.05 0.43
H -0.15 2.93 1.13
H -0.11 0.94 2.21
H -1.87 0.63 2.15
H -0.77 -0.61 2.76
H -2.42 -1.53 0.97
H -1.47 -2.00 -0.44
H -0.92 -2.44 1.19
H 1.79 -2.50 -1.69
H 1.04 -2.51 -0.10
H 1.11 -0.18 -2.08
H -0.26 -1.24 -1.83
H -6.70 0.43 0.01
*
```

Atom charges from the natural (NBO) analysis, given in e for atoms 1 to 2:
1. C -0.615
2. C -0.420

---

# 3
Below is C8H20N2 as an isolated structure at a distorted geometry, with properties calculated with ωB97M-V/def2-TZVPD.

Output
Energy relative to the best compared isomer or geometry (same formula, charge and spin) = 1.881 eV
E_HOMO = -0.287 Eh
Total energy = -426.25479 a.u.
HOMO-LUMO gap = 8.658 eV

The geometry in ORCA input format:
```
! wB97M-V def2-TZVPD RIJCOSX def2/J DEFGRID3
* xyz 0 1
C -0.26 0.36 -0.59
C -0.89 -0.25 0.63
C 1.56 0.02 -0.07
C -2.69 -0.07 0.27
C -0.74 0.54 1.94
C -0.73 -1.74 0.86
C 2.40 1.24 -0.45
C 2.12 -1.22 -0.78
N -0.47 -0.25 -1.84
N -0.44 1.74 -0.75
H 1.70 -0.13 1.00
H -0.26 0.36 -2.62
H -1.40 -0.62 -1.96
H -0.14 2.29 0.04
H -1.12 2.06 -1.44
H -3.22 -0.38 1.17
H -2.98 -0.74 -0.54
H -2.97 0.95 0.03
H 0.28 0.53 2.33
H -1.37 0.10 2.72
H -1.04 1.58 1.82
H -1.55 -2.12 1.48
H -0.74 -2.32 -0.07
H 0.20 -1.96 1.39
H 2.16 2.10 0.17
H 2.27 1.51 -1.51
H 3.48 1.05 -0.30
H 1.59 -2.13 -0.51
H 2.05 -1.11 -1.87
H 3.18 -1.37 -0.55
*
```

Atom charges from the natural (NBO) analysis, given in e for atoms 1 to 2:
1. C 0.341
2. C 0.027

---

# 4
Below is a 2-piece molecular cluster, C8H20N2OP overall at a distorted geometry, with properties calculated with ωB97M-V/def2-TZVPD.

Output
Energy relative to the best compared isomer or geometry (same formula, charge and spin) = 4.401 eV
E_HOMO (spin up / spin down) = -0.434 / -0.434 Eh
Total energy = -842.46427 a.u.
HOMO-LUMO gap (spin up / spin down) = 7.933 / 7.934 eV

The geometry in ORCA input format:
```
! wB97M-V def2-TZVPD RIJCOSX def2/J DEFGRID3
* xyz 1 1
C 1.02 0.79 -1.18
C 1.22 -1.37 0.22
C 1.94 -0.35 -0.76
C -0.61 0.02 0.50
C -1.50 2.98 0.46
C -0.93 -2.16 1.13
C -0.68 -1.87 -1.15
C -0.05 2.36 0.35
N -0.05 1.01 -0.20
N -0.27 -1.29 0.15
O -2.87 0.12 -0.04
P 3.28 0.59 0.40
H 1.36 1.61 -1.63
H 0.55 0.27 -2.04
H 1.34 -2.44 -0.22
H 1.64 -1.42 1.18
H 2.31 -0.84 -1.61
H -1.17 0.32 1.35
H -1.50 4.02 0.83
H -2.16 3.07 -0.36
H -2.07 2.35 1.11
H -0.67 -1.81 2.12
H -2.04 -2.03 1.02
H -0.69 -3.15 0.93
H -0.19 -1.42 -1.98
H -0.49 -3.02 -1.13
H -1.74 -1.75 -1.31
H 0.52 3.01 -0.17
H 0.22 2.25 1.35
H -3.44 -0.18 0.66
H 3.93 0.99 -0.73
H 3.80 -0.66 0.71
*
```

Atom charges from the natural (NBO) analysis, given in e for atoms 1 to 2:
1. C -0.240
2. C -0.228

---

> The highest total energy belongs to which entry?

C8H20N2

---

> Among the records above, which one has the highest energy relative to the best compared isomer or geometry (same formula, charge and spin)?

C8H20N2OP

---

> Which of these has the lowest total energy?

C8H20FeN4O